1.
285
Properties=species:S:1:pos:R:3 method="wB97M-V/def2-TZVPD" homo_lumo_gap_ha=0.3173 total_energy_ev=-138814.1577 smiles="CC1(C)CCCC(C)(C)N1O.CC1(C)CCCC(C)(C)N1O.CC1(C)CCCC(C)(C)N1O.CC1(C)CCCC(C)(C)N1O.CC1(C)CCCC(C)(C)N1O.CC1(C)CCCC(C)(C)N1O.CC1(C)CCCC(C)(C)N1O.CC1(C)CCCC(C)(C)N1O.CC1(C)CCCC(C)(C)N1O.CCOS(C)(=O)=O"
C -0.3257 4.6901 4.0684
C 0.4941 3.5371 4.6823
C -0.3588 2.2272 4.5498
C 1.7238 3.3574 3.7971
C 2.7885 2.4495 4.4613
C 3.1407 3.0688 5.8016
C 1.9344 3.1004 6.7439
C 1.4401 1.6586 7.1586
C 2.3346 3.8857 7.9894
N 0.9551 3.9375 6.0602
O -0.2261 4.0740 6.8483
H 0.2224 5.5917 4.0654
H -0.6489 4.4282 3.0531
H -1.1425 4.9012 4.7523
H 0.2795 1.3971 4.8407
H -1.2802 2.3768 5.1398
H -0.7593 2.1784 3.5655
H 1.3686 2.8512 2.8837
H 2.2570 4.2804 3.6481
H 2.3932 1.4963 4.5292
H 3.6534 2.4361 3.7902
H 3.6590 4.0077 5.6336
H 3.8969 2.4462 6.2514
H 0.4537 1.5927 7.6267
H 2.1762 1.3429 7.8723
H 1.4069 0.9169 6.2970
H 1.5910 4.1393 8.7398
H 2.7875 4.8329 7.6252
H 3.1477 3.3683 8.4737
H -0.1912 4.8815 7.3413
C -3.6978 4.4434 1.8865
C -4.9407 3.9303 2.5059
C -4.6413 2.9922 3.6420
C -5.7429 5.1379 3.1618
C -6.3970 5.9916 2.0398
C -7.3629 5.1517 1.2553
C -6.6772 4.0107 0.5515
C -7.7499 2.9951 0.0841
C -5.7799 4.5360 -0.6058
N -5.9409 3.2509 1.6334
O -5.2299 2.1429 1.0161
H -3.7828 5.2787 1.1937
H -3.0740 4.8135 2.7218
H -3.1757 3.5925 1.4363
H -4.1228 2.0887 3.3449
H -4.0851 3.6593 4.3339
H -5.5645 2.7293 4.1302
H -6.6231 4.7722 3.7319
H -5.0598 5.7582 3.8232
H -6.7906 6.9166 2.4278
H -5.6239 6.3308 1.3837
H -7.9234 5.7864 0.5510
H -8.1048 4.6945 1.9136
H -7.3953 2.4571 -0.8290
H -8.5914 3.6876 -0.1815
H -8.0980 2.2640 0.8378
H -5.1552 3.7277 -0.9344
H -5.2154 5.4182 -0.4020
H -6.4821 4.8592 -1.3826
H -5.6708 1.4346 1.5136
C 2.8047 1.6955 -4.9019
C 3.8119 1.9716 -6.0011
C 3.7957 3.5132 -6.0452
C 5.2433 1.4834 -5.5378
C 5.2676 -0.0078 -5.5633
C 4.9732 -0.5201 -6.9442
C 3.6815 0.0586 -7.5287
C 3.6372 -0.1628 -9.0451
C 2.4873 -0.7182 -6.9709
N 3.5905 1.5070 -7.3180
O 2.2876 1.8425 -7.7660
H 2.9626 2.3785 -4.0095
H 1.7774 1.8770 -5.2979
H 2.8268 0.6194 -4.6723
H 2.7894 3.8016 -6.3510
H 4.0318 3.8645 -5.0941
H 4.5354 3.9744 -6.7248
H 6.0527 1.8855 -6.1568
H 5.4666 1.9165 -4.5599
H 6.2143 -0.3622 -5.2278
H 4.4841 -0.2963 -4.8589
H 4.8890 -1.6014 -7.0647
H 5.8126 -0.2085 -7.6081
H 2.6976 -0.0013 -9.6102
H 3.7966 -1.1959 -9.2732
H 4.3858 0.4093 -9.5589
H 1.5354 -0.3524 -7.2316
H 2.4958 -0.7295 -5.9113
H 2.5809 -1.7792 -7.3559
H 2.4378 2.5901 -8.3839
C 4.1061 -7.6992 0.5188
C 3.5372 -6.3015 0.7342
C 2.1325 -6.3502 1.2962
C 4.4203 -5.4907 1.7976
C 5.7462 -4.8823 1.2714
C 5.5078 -4.1794 -0.0449
C 4.7085 -4.9829 -1.0675
C 4.4021 -4.1206 -2.2831
C 5.6165 -6.1322 -1.6414
N 3.4448 -5.4263 -0.4535
O 2.6967 -6.0166 -1.5748
H 5.1543 -7.7457 0.7490
H 3.6215 -8.3599 1.2621
H 3.7989 -8.1007 -0.4403
H 1.6605 -7.1229 0.7036
H 2.0471 -6.6671 2.3546
H 1.6682 -5.3883 1.2016
H 3.7463 -4.7609 2.1045
H 4.6248 -6.1069 2.6857
H 6.1723 -4.1592 1.9737
H 6.4996 -5.6298 1.0842
H 6.3600 -3.7106 -0.5273
H 4.8279 -3.3510 0.0789
H 4.3855 -4.6731 -3.1877
H 5.1509 -3.3406 -2.4869
H 3.4187 -3.6070 -2.1058
H 5.9868 -6.9041 -0.8829
H 6.4698 -5.5847 -2.1260
H 5.0831 -6.6329 -2.4833
H 3.2710 -6.7540 -1.8926
C 2.7894 -2.7288 4.6875
C 1.8028 -3.3050 5.6020
C 1.8223 -4.9557 5.3502
C 2.0344 -3.0673 7.0706
C 0.8442 -3.3264 8.0081
C -0.3933 -2.5439 7.5519
C -0.6707 -2.7878 6.1152
C -1.4153 -4.1223 6.0343
C -1.6422 -1.7052 5.6087
N 0.5329 -2.6595 5.2646
O 0.1754 -2.9431 3.9021
H 3.7100 -3.2771 4.7917
H 2.5007 -2.8150 3.6472
H 2.9598 -1.6545 4.8986
H 1.4803 -5.1345 4.2853
H 2.8734 -5.2353 5.4937
H 1.1893 -5.4973 6.0201
H 2.8899 -3.6681 7.4118
H 2.3052 -2.0401 7.1693
H 0.6330 -4.4057 8.0535
H 1.1127 -3.0477 9.0494
H -0.1487 -1.4908 7.5795
H -1.2775 -2.7573 8.1381
H -0.7558 -4.8697 6.3925
H -1.6708 -4.3963 5.0064
H -2.3880 -3.9577 6.5647
H -2.3169 -2.0089 4.7925
H -1.0345 -0.8320 5.3610
H -2.2967 -1.3732 6.3756
H -0.1220 -3.8453 3.7989
C -1.6927 -7.3396 -1.4150
C -2.7975 -7.1746 -0.3499
C -3.2452 -8.5302 0.1173
C -2.1663 -6.4451 0.8278
C -1.8938 -4.9263 0.5813
C -3.2534 -4.3057 0.2020
C -3.8502 -4.9504 -1.0512
C -5.2831 -4.4407 -1.2669
C -2.9626 -4.4723 -2.2499
N -3.9482 -6.4107 -0.8290
O -4.5590 -6.9720 -1.9740
H -2.1555 -7.6309 -2.3993
H -1.1869 -6.4130 -1.6117
H -1.0137 -8.1417 -1.1372
H -4.1851 -8.3898 0.6818
H -3.5051 -9.2323 -0.6706
H -2.5586 -9.0095 0.8156
H -2.9138 -6.5185 1.6447
H -1.3098 -7.0480 1.2311
H -1.4180 -4.4845 1.4385
H -1.1942 -4.8240 -0.2172
H -3.2888 -3.2085 0.0338
H -3.8964 -4.4784 1.1113
H -5.9368 -5.0367 -0.6076
H -5.5874 -4.6228 -2.3115
H -5.4013 -3.3880 -0.9662
H -1.9316 -4.2446 -1.9129
H -3.3025 -3.5291 -2.5932
H -2.9768 -5.2199 -3.0344
H -4.0700 -6.6746 -2.7929
C 0.4834 7.9177 -1.4952
C 1.2091 6.8105 -0.7892
C 2.7304 7.1251 -0.9221
C 0.6606 6.7489 0.6930
C -0.6887 6.0560 0.7857
C -0.5454 4.6146 0.0980
C -0.1588 4.7576 -1.4295
C 0.1298 3.3815 -2.0218
C -1.2384 5.3932 -2.3012
N 1.1312 5.4722 -1.4648
O 1.4823 5.6276 -2.8711
H -0.5958 7.9892 -1.4308
H 0.9138 8.8243 -1.1437
H 0.7381 7.9722 -2.5667
H 2.9451 8.1093 -0.6093
H 3.4254 6.3911 -0.4307
H 2.8952 7.0635 -2.0234
H 1.3129 6.1370 1.3481
H 0.7438 7.7709 1.1576
H -1.0030 5.9697 1.8373
H -1.4611 6.6473 0.3223
H -1.4458 4.0087 0.1748
H 0.2178 3.9976 0.6235
H -0.6977 2.6774 -1.9488
H 0.9353 2.8637 -1.4824
H 0.4011 3.3758 -3.0179
H -2.0505 4.6723 -2.2712
H -0.8701 5.5393 -3.3044
H -1.5417 6.3195 -1.9528
H 2.3508 5.2442 -2.9134
C -3.4938 2.2015 -5.1904
C -2.9496 0.8970 -4.6018
C -1.5758 0.6437 -5.1933
C -2.8458 1.0303 -3.0541
C -4.1647 1.0798 -2.2740
C -4.9602 -0.2314 -2.5992
C -5.0869 -0.5402 -4.1533
C -5.4136 -2.0348 -4.1039
C -6.2001 0.3664 -4.6534
N -3.8097 -0.3160 -4.8235
O -4.0986 -0.4152 -6.2636
H -2.8266 3.0171 -4.9785
H -3.7433 2.2267 -6.2643
H -4.4089 2.4944 -4.6565
H -1.4944 0.7443 -6.2317
H -0.9094 1.4167 -4.7539
H -1.2297 -0.3068 -4.8837
H -2.2393 0.2063 -2.6655
H -2.2682 1.9095 -2.9172
H -4.0374 1.1298 -1.2048
H -4.8022 1.9303 -2.5593
H -5.9469 -0.1250 -2.2300
H -4.5156 -1.1034 -2.1287
H -4.6928 -2.5240 -3.4701
H -5.4127 -2.4777 -5.0967
H -6.3454 -2.3521 -3.6143
H -6.0645 0.5751 -5.7295
H -6.0996 1.3285 -4.0926
H -7.1574 -0.0873 -4.4326
H -3.7141 -1.2481 -6.5022
C 0.7960 0.0202 -1.9961
C 0.6661 -1.2331 -1.2034
C 0.5137 -2.4017 -2.1798
C 1.8585 -1.5073 -0.3134
C 1.9747 -0.4627 0.7787
C 0.7524 -0.4290 1.6492
C -0.6427 -0.2849 0.8906
C -1.8622 -0.6591 1.7963
C -0.7561 1.2193 0.4736
N -0.5018 -1.2566 -0.2250
O -1.7978 -1.3021 -0.9472
H -0.1688 0.3356 -2.4500
H 1.3305 0.8686 -1.5188
H 1.3764 -0.2647 -2.9242
H -0.1291 -2.1903 -3.0489
H 1.5330 -2.6861 -2.5539
H 0.0672 -3.1904 -1.6032
H 1.8705 -2.4901 0.2363
H 2.7717 -1.4957 -0.9924
H 2.8967 -0.7797 1.2993
H 1.9938 0.5656 0.3571
H 0.8637 0.3788 2.3523
H 0.6749 -1.3040 2.2607
H -1.8459 -1.7607 1.8066
H -2.7576 -0.3597 1.2975
H -1.7446 -0.1691 2.7280
H -0.8578 1.8443 1.3775
H -1.6290 1.3973 -0.1147
H 0.2012 1.5778 0.1084
H -1.9623 -2.2517 -1.1114
C 6.0468 0.0852 -0.8653
C 6.0924 1.5343 -1.4288
O 4.8272 2.0691 -1.0725
S 4.5426 3.6305 -1.0705
C 3.1931 3.5145 0.0571
O 5.6904 4.2671 -0.5022
O 3.9701 4.0165 -2.3413
H 5.8050 0.0688 0.2172
H 7.0648 -0.3190 -0.8876
H 5.3247 -0.5238 -1.3565
H 6.9295 2.0376 -0.8902
H 6.1911 1.6243 -2.5224
H 2.8374 2.4403 0.0087
H 2.3904 4.1760 -0.3718
H 3.5780 3.6750 1.0310

=====

2.
190
Properties=species:S:1:pos:R:3 method="wB97M-V/def2-TZVPD" homo_lumo_gap_ha=0.2979 total_energy_ev=-149694.9891
C -4.5040 -1.0644 -0.3281
C -4.9181 -1.9101 0.7092
C -4.5121 -1.6623 2.0147
C -3.7153 -0.5578 2.3245
C -3.0537 0.0854 1.3030
C -3.5714 -0.1107 0.0094
N -3.3731 -0.3125 3.7368
O -4.0708 -0.8662 4.6027
O -2.4767 0.4116 4.0476
H -4.7962 -1.0290 -1.3673
H -5.6731 -2.6575 0.5147
H -4.8212 -2.3607 2.7783
H -2.3329 0.8749 1.4564
H -3.2738 0.5669 -0.7771
C 3.5878 -1.3977 0.6098
C 4.1278 -2.6810 0.5749
C 5.0764 -3.0810 1.5159
C 5.4591 -2.2043 2.5534
C 4.8520 -0.8703 2.5604
C 3.9519 -0.5170 1.5949
N 6.3632 -2.5340 3.6478
O 6.6560 -3.7140 3.6865
O 6.7090 -1.7066 4.5095
H 2.8673 -1.0659 -0.1232
H 3.8833 -3.3249 -0.2570
H 5.4148 -4.1049 1.5756
H 5.0400 -0.1452 3.3383
H 3.6577 0.5222 1.5943
C 1.7827 5.4060 -3.3887
C 2.1905 6.7407 -3.1358
C 1.6989 7.7273 -3.9775
C 0.7779 7.4495 -4.9846
C 0.3419 6.1018 -5.1739
C 0.8793 5.0654 -4.3778
N 0.2316 8.5445 -5.7870
O -0.5917 8.3311 -6.6696
O 0.6279 9.6645 -5.6279
H 2.0793 4.6911 -2.6355
H 2.8704 6.9651 -2.3272
H 1.9289 8.7607 -3.7637
H -0.3380 5.9794 -6.0040
H 0.5451 4.0622 -4.5974
C 1.8700 6.0732 0.4674
C 0.6523 6.7524 0.4880
C -0.4871 6.0940 1.0876
C -0.4061 4.8924 1.7453
C 0.8562 4.2610 1.7088
C 2.0016 4.8668 1.1223
N -1.6399 4.2734 2.2999
O -1.4638 3.0921 2.6529
O -2.6388 4.9506 2.3880
H 2.7715 6.6300 0.2587
H 0.6878 7.7740 0.1396
H -1.3733 6.7102 1.0494
H 0.8964 3.2733 2.1438
H 2.9583 4.3921 1.2823
C -4.1731 -1.8408 -4.2393
C -2.8164 -1.9244 -4.5862
C -2.1010 -0.7371 -4.7821
C -2.6068 0.5301 -4.4712
C -3.9587 0.6025 -4.0607
C -4.7569 -0.5657 -4.0580
N -1.8232 1.7515 -4.5151
O -2.2904 2.7428 -4.8525
O -0.6341 1.6854 -4.1699
H -4.6688 -2.7831 -4.0585
H -2.2504 -2.8083 -4.8405
H -1.1162 -0.7521 -5.2252
H -4.4254 1.5514 -3.8413
H -5.7675 -0.5397 -3.6780
C -1.5797 -4.9066 -2.8601
C -2.8268 -4.8912 -2.2081
C -3.6793 -5.9368 -2.3228
C -3.3689 -7.0138 -3.2188
C -2.1948 -7.0156 -3.9276
C -1.3550 -6.0009 -3.7472
N -4.2396 -8.2176 -3.3498
O -5.2643 -8.2919 -2.6261
O -3.9763 -9.0170 -4.2541
H -0.8797 -4.0901 -2.7615
H -3.1659 -4.1005 -1.5552
H -4.6241 -5.9953 -1.8028
H -1.8314 -7.7993 -4.5757
H -0.3532 -6.0271 -4.1496
C -3.0109 7.9886 -2.4252
C -1.6720 7.5540 -2.3097
C -1.4569 6.2140 -1.9709
C -2.4850 5.3105 -1.7759
C -3.7744 5.7910 -1.8183
C -4.0097 7.1433 -2.1051
N -2.2010 3.8146 -1.6858
O -1.0434 3.4959 -1.7657
O -3.1632 3.0460 -1.5753
H -3.2774 8.9977 -2.7027
H -0.8155 8.1837 -2.5002
H -0.4107 5.9489 -1.9298
H -4.5887 5.1671 -1.4807
H -5.0235 7.5155 -2.1171
C 1.7314 -7.6105 -0.1849
C 1.7946 -8.2738 1.0374
C 1.5972 -7.6154 2.2501
C 1.3320 -6.2259 2.2022
C 1.3143 -5.5886 0.9165
C 1.4127 -6.2650 -0.3234
N 1.1206 -5.3548 3.3845
O 1.2952 -5.8992 4.4983
O 0.8153 -4.1636 3.2589
H 1.7471 -8.2549 -1.0514
H 2.0129 -9.3304 1.0851
H 1.5964 -8.2039 3.1556
H 1.0812 -4.5484 0.7431
H 1.4763 -5.7844 -1.2885
C 4.0098 2.7438 -1.2660
C 5.0546 3.0731 -2.1051
C 4.8312 2.9176 -3.4859
C 3.6052 2.3722 -3.9354
C 2.6115 2.0225 -3.0716
C 2.8199 2.1561 -1.7394
N 3.3648 2.3145 -5.4666
O 4.1476 2.8486 -6.2111
O 2.3054 1.7162 -5.7345
H 4.1215 2.9523 -0.2122
H 5.9860 3.3941 -1.6626
H 5.6725 3.1096 -4.1354
H 1.6891 1.5561 -3.3847
H 2.0856 1.8681 -1.0018
C 0.1269 4.6164 6.0966
C 0.3638 3.2211 5.9445
C 1.4957 2.8120 5.2073
C 2.3553 3.7764 4.6399
C 2.1106 5.1271 4.8003
C 0.9887 5.5241 5.4827
N 3.4735 3.3390 3.8284
O 4.2912 4.1736 3.4827
O 3.6272 2.1685 3.5028
H -0.7346 5.0307 6.5991
H -0.2960 2.4241 6.2541
H 1.6667 1.7501 5.1102
H 2.7269 5.8353 4.2664
H 0.8966 6.5906 5.6258
C -3.6789 -5.2299 5.9039
C -2.6101 -4.6277 5.2568
C -2.5240 -4.6292 3.8471
C -3.6449 -5.1011 3.0807
C -4.7541 -5.6713 3.7855
C -4.7719 -5.7279 5.2225
N -3.5480 -5.1009 1.5960
O -2.4641 -4.8252 1.0197
O -4.5717 -5.1757 0.9308
H -3.5979 -5.3199 6.9771
H -1.7725 -4.2754 5.8405
H -1.6240 -4.2649 3.3740
H -5.6122 -6.0242 3.2327
H -5.5491 -6.1133 5.8658
C 3.0094 -1.2085 6.1443
C 2.3702 -0.5986 7.2172
C 1.0059 -0.2515 7.0936
C 0.3525 -0.5783 5.9246
C 0.9712 -1.2897 4.9232
C 2.3221 -1.6533 5.0526
H 4.0824 -1.3151 6.2054
H 2.9211 -0.2537 8.0798
H 0.5511 0.2205 7.9519
H -0.6682 -0.2653 5.7612
H 0.5773 -1.5697 3.9574
H 2.7743 -2.2120 4.2465
C 0.1921 0.8366 0.2013
C -0.4186 0.3030 -0.9196
C -0.6059 -1.0399 -0.9600
C -0.1242 -1.9639 -0.0645
C 0.5201 -1.4681 1.0375
C 0.6441 -0.0410 1.2057
H 0.3298 1.8915 0.3875
H -0.8581 0.9193 -1.6899
H -1.0850 -1.4277 -1.8469
H -0.2676 -3.0316 -0.1406
H 0.9238 -2.1155 1.8019
H 1.1676 0.3800 2.0513
C 1.8485 -3.7466 -5.1453
C 1.6823 -2.3687 -5.3319
C 1.5383 -1.5077 -4.2578
C 1.7191 -1.9995 -2.9889
C 1.8708 -3.3609 -2.7889
C 1.8907 -4.2830 -3.8382
H 2.1046 -4.3497 -6.0039
H 1.6331 -1.9616 -6.3310
H 1.5227 -0.4472 -4.4616
H 1.8644 -1.3544 -2.1350
H 1.9541 -3.7105 -1.7705
H 2.0787 -5.2922 -3.5027